# C25H29N2

A 2-piece molecular cluster, C25H29N2 overall (wB97M-V/def2-TZVPD, OMol25).

Properties
Energy relative to the best compared isomer or geometry (same formula, charge and spin) (kJ/mol): 142.45
LUMO (eV): -6.0
Highest occupied orbital energy (eV): -11.0111

The geometry in ORCA input format:
```
! wB97M-V def2-TZVPD RIJCOSX def2/J DEFGRID3
* xyz 1 1
C 2.878 3.220 -4.569
N 2.928 1.786 -4.262
C 3.848 0.997 -5.096
C 2.276 1.241 -3.117
C 0.952 0.760 -3.189
C 0.337 0.211 -2.099
C 1.003 0.113 -0.861
C 0.490 -0.664 0.250
C 1.048 -0.614 1.579
C 0.889 -1.870 2.200
C 1.472 -2.128 3.438
C 2.159 -1.114 4.070
C 2.253 0.155 3.494
C 1.714 0.412 2.258
C 0.112 -2.700 1.309
C -0.183 -1.942 0.152
C -0.929 -2.537 -0.872
C -1.343 -3.839 -0.738
C -1.009 -4.589 0.390
C -0.285 -4.029 1.419
C 2.313 0.638 -0.787
C 2.935 1.170 -1.876
H 2.238 3.738 -3.857
H 3.876 3.650 -4.514
H 2.478 3.368 -5.570
H 3.882 -0.039 -4.762
H 3.511 1.015 -6.131
H 4.854 1.410 -5.045
H 0.434 0.808 -4.131
H -0.674 -0.145 -2.183
H 1.380 -3.107 3.880
H 2.614 -1.299 5.030
H 2.752 0.949 4.025
H 1.774 1.385 1.808
H -1.177 -1.983 -1.754
H -1.922 -4.290 -1.526
H -1.313 -5.621 0.454
H -0.007 -4.600 2.289
H 2.866 0.538 0.129
H 3.951 1.518 -1.801
C -4.781 2.073 1.965
C -3.506 1.227 1.840
C -2.722 1.290 3.157
C -3.881 -0.228 1.527
N -2.660 1.762 0.753
H -5.361 2.046 1.042
H -5.414 1.702 2.772
H -4.535 3.113 2.178
H -1.808 0.700 3.094
H -2.446 2.319 3.387
H -3.321 0.905 3.983
H -2.990 -0.848 1.430
H -4.499 -0.647 2.321
H -4.442 -0.293 0.594
H -1.841 1.179 0.645
H -3.168 1.724 -0.121
*
```

Atom charges from the natural (NBO) analysis, given in e for atoms 1 to 5: C -0.395; N -0.516; C -0.395; C 0.304; C -0.219